Entry 1:
{
  "formula": "C3HN3O2",
  "method": "ωB97M-V with the def2-TZVPD basis set",
  "symbols": ["C", "C", "C", "N", "N", "N", "O", "O", "H"],
  "xyz": [[-0.55133, 0.88139, 0.25055], [-1.67827, -1.20997, 0.74211], [-1.20316, -0.27922, -0.08502], [0.07786, 1.80398, 0.62048], [-2.12779, -1.94429, 1.50708], [2.07859, 0.38052, -0.53236], [2.70806, 0.86501, 0.23730], [2.19994, -0.04576, -1.62297], [-1.50392, -0.45166, -1.11718]],
  "total_energy_ev": -11685.7968,
  "de_lowest_kj_mol": 544.4,
  "e_homo_ha": [-0.3850, -0.3628]
}

Entry 2:
{
  "formula": "C4H4Br12",
  "method": "ωB97M-V with the def2-TZVPD basis set",
  "symbols": ["C", "Br", "Br", "Br", "H", "C", "Br", "Br", "Br", "H", "C", "Br", "Br", "Br", "H", "C", "Br", "Br", "Br", "H"],
  "xyz": [[-1.36757, -2.20203, 0.73148], [-0.19130, -3.17756, -0.57999], [-1.13396, -2.91319, 2.58679], [-3.31315, -2.30563, 0.30758], [-1.03798, -1.16350, 0.76190], [2.97490, 2.41223, 1.00383], [4.44726, 1.79269, 2.15622], [3.46712, 2.00075, -0.84631], [2.65872, 4.39345, 0.96675], [1.99952, 2.02265, 1.29532], [0.86011, 0.08402, 0.02557], [0.70721, 2.04909, -0.17336], [0.24215, -0.27037, 1.87762], [2.75053, -0.53017, -0.26089], [0.19038, -0.46486, -0.63649], [-2.59336, -0.34482, -2.03260], [-3.33720, 0.77113, -0.54917], [-3.93911, -1.76588, -2.02661], [-0.62923, -0.65348, -1.68651], [-2.75503, 0.26546, -2.92114]],
  "total_energy_ev": -844709.1760,
  "de_lowest_kj_mol": 1155.4,
  "e_homo_ha": -0.3052
}

Copy entry 2 word for word.
{
  "formula": "C4H4Br12",
  "method": "ωB97M-V with the def2-TZVPD basis set",
  "symbols": ["C", "Br", "Br", "Br", "H", "C", "Br", "Br", "Br", "H", "C", "Br", "Br", "Br", "H", "C", "Br", "Br", "Br", "H"],
  "xyz": [[-1.36757, -2.20203, 0.73148], [-0.19130, -3.17756, -0.57999], [-1.13396, -2.91319, 2.58679], [-3.31315, -2.30563, 0.30758], [-1.03798, -1.16350, 0.76190], [2.97490, 2.41223, 1.00383], [4.44726, 1.79269, 2.15622], [3.46712, 2.00075, -0.84631], [2.65872, 4.39345, 0.96675], [1.99952, 2.02265, 1.29532], [0.86011, 0.08402, 0.02557], [0.70721, 2.04909, -0.17336], [0.24215, -0.27037, 1.87762], [2.75053, -0.53017, -0.26089], [0.19038, -0.46486, -0.63649], [-2.59336, -0.34482, -2.03260], [-3.33720, 0.77113, -0.54917], [-3.93911, -1.76588, -2.02661], [-0.62923, -0.65348, -1.68651], [-2.75503, 0.26546, -2.92114]],
  "total_energy_ev": -844709.1760,
  "de_lowest_kj_mol": 1155.4,
  "e_homo_ha": -0.3052
}